Record 1
Formula: C27H31N3O3
Source: the OMol25 dataset
Level of theory: wB97M-V/def2-TZVPD

Element x y z (Å)
C (-0.70240, 4.65505, 8.24916)
C (-0.29200, 4.26359, 6.85961)
C (-0.62341, 3.00514, 6.35450)
C (-0.32947, 2.67133, 5.02403)
C (0.22204, 3.61590, 4.15804)
C (0.38353, 3.30707, 2.65064)
C (1.55330, 3.97992, 2.01616)
C (1.75652, 3.89932, 0.67960)
N (2.57238, 4.73443, -0.02368)
C (3.09721, 4.39634, -1.34342)
C (4.18617, 3.32330, -1.30622)
C (4.69712, 2.96981, -2.68562)
C (6.05965, 3.07213, -2.98360)
C (6.50412, 2.89691, -4.29681)
C (5.58871, 2.57103, -5.30853)
C (4.23409, 2.39990, -4.99413)
C (3.79299, 2.57869, -3.67918)
C (3.60316, 5.75254, -1.84525)
O (4.06691, 6.01376, -2.95169)
N (3.41613, 6.65220, -0.83090)
C (3.81951, 8.03526, -0.93936)
C (2.86642, 6.10630, 0.39744)
C (3.92742, 6.15257, 1.50406)
C (1.59596, 6.84988, 0.84156)
N (0.37830, 1.93920, 2.37209)
C (-0.83266, 1.21794, 2.26164)
O (-1.93297, 1.73085, 2.20793)
C (-0.46158, -0.24818, 2.23668)
C (1.04460, -0.30806, 2.21909)
C (1.52811, 1.12425, 2.37050)
O (2.68178, 1.49903, 2.45689)
C (0.55632, 4.87869, 4.66841)
C (0.36294, 5.17142, 6.02389)
H (-0.45090, 5.70154, 8.43650)
H (-1.78386, 4.53308, 8.39062)
H (-0.21022, 4.04186, 9.01160)
H (-1.13382, 2.27937, 6.99002)
H (-0.58388, 1.67538, 4.66109)
H (-0.50121, 3.73851, 2.15360)
H (2.25731, 4.47360, 2.68662)
H (1.29626, 3.09088, 0.09789)
H (2.27994, 4.07070, -2.00956)
H (5.01229, 3.70155, -0.68486)
H (3.77752, 2.43051, -0.80482)
H (6.75622, 3.33489, -2.18284)
H (7.56291, 3.02494, -4.53069)
H (5.93084, 2.44692, -6.33809)
H (3.51157, 2.13789, -5.77100)
H (2.73822, 2.45366, -3.42191)
H (4.33109, 8.17814, -1.89477)
H (2.93772, 8.68980, -0.88562)
H (4.49336, 8.30094, -0.11280)
H (4.87317, 5.73949, 1.12472)
H (4.06690, 7.20051, 1.79975)
H (3.62231, 5.57946, 2.38027)
H (0.91356, 6.95507, -0.01113)
H (1.08053, 6.29919, 1.63629)
H (1.87003, 7.83931, 1.22199)
H (-0.93114, -0.70830, 1.36516)
H (-0.84632, -0.74056, 3.14161)
H (1.42224, -0.90283, 3.05937)
H (1.43913, -0.72296, 1.28269)
H (0.95105, 5.64224, 4.00024)
H (0.68178, 6.12717, 6.44014)

- E_tot (Ha) = -1437.48038
- energy relative to the best compared isomer or geometry (same formula, charge and spin) (kcal per mole) = 48.73
- structure (SMILES) = Cc1ccc([C@@H](/C=C/N2[C@H](Cc3ccccc3)C(=O)N(C)C2(C)C)N2C(=O)CCC2=O)cc1

Record 2
Formula: C27H31N4
Source: the OMol25 dataset
Level of theory: wB97M-V/def2-TZVPD

Element x y z (Å)
C (-6.19281, 0.71391, -2.07936)
N (-5.14673, 0.06422, -2.82827)
C (-5.58888, -1.00903, -3.68790)
C (-3.81169, 0.46911, -2.72204)
C (-2.92780, -0.21276, -1.84913)
C (-1.61044, 0.18567, -1.74440)
C (-1.09932, 1.26855, -2.48637)
C (0.30037, 1.55046, -2.34884)
C (1.26145, 0.56900, -2.53527)
C (2.69430, 0.84474, -2.62078)
C (3.42989, 2.01576, -2.66245)
C (4.83229, 1.92189, -2.75547)
C (5.46823, 0.67255, -2.83618)
C (4.72815, -0.52136, -2.80701)
C (3.35448, -0.39168, -2.69964)
N (2.38924, -1.39930, -2.77926)
C (2.76157, -2.79505, -2.92666)
C (1.14139, -0.84855, -2.71309)
C (-1.98722, 1.94896, -3.37375)
C (-3.31519, 1.56128, -3.47436)
H (-5.75294, 1.52267, -1.48649)
H (-6.95284, 1.13159, -2.75577)
H (-6.69446, 0.00175, -1.40560)
H (-4.73318, -1.40635, -4.24487)
H (-6.05120, -1.82099, -3.10452)
H (-6.34468, -0.64367, -4.40131)
H (-3.30913, -1.04674, -1.27048)
H (-0.93932, -0.29545, -1.03168)
H (0.64737, 2.57746, -2.18970)
H (2.88910, 2.95800, -2.65832)
H (5.43754, 2.82677, -2.77994)
H (6.55145, 0.61504, -2.91643)
H (5.17949, -1.50889, -2.86203)
H (3.85262, -2.81427, -2.93714)
H (2.40561, -3.39839, -2.08349)
H (2.40657, -3.23457, -3.86702)
H (0.23536, -1.44479, -2.74957)
H (-1.61574, 2.77017, -3.98999)
H (-4.01667, 2.05268, -4.15497)
C (0.77991, -1.50274, 7.09567)
C (0.94128, -0.00224, 7.39099)
C (1.00639, 0.71673, 6.03973)
N (0.86454, -0.30956, 5.02509)
C (0.69774, -0.01627, 3.67317)
C (1.73874, 0.49989, 2.86102)
C (1.54764, 0.62462, 1.47404)
N (0.35787, 0.46347, 0.85880)
C (-0.65857, 0.07722, 1.65178)
C (-0.52951, -0.24292, 3.01126)
C (0.64361, -1.64425, 5.57684)
H (1.66255, -2.05039, 7.43273)
H (-0.11068, -1.90040, 7.58807)
H (0.07350, 0.35690, 7.95105)
H (1.85357, 0.19118, 7.95792)
H (0.19528, 1.45874, 5.97371)
H (1.94747, 1.27154, 5.91480)
H (2.71126, 0.72996, 3.29442)
H (2.38385, 0.87479, 0.81453)
H (-1.63560, -0.00223, 1.16884)
H (-1.38870, -0.62767, 3.56443)
H (1.39032, -2.36828, 5.19120)
H (-0.34872, -2.04851, 5.30947)

- E_tot (Ha) = -1266.18957
- charge = +1

Record 3
Formula: C27H31N5O2
Source: the OMol25 dataset
Level of theory: wB97M-V/def2-TZVPD

Element x y z (Å)
C (4.47538, -4.66667, 4.40395)
O (3.54918, -4.84860, 3.36600)
C (3.08566, -3.74038, 2.71390)
C (3.45307, -2.43615, 2.99149)
C (2.92236, -1.37593, 2.27090)
C (2.00297, -1.60036, 1.25712)
C (1.41920, -0.51987, 0.47804)
C (1.21488, 0.82787, 0.82385)
C (1.49799, 1.53405, 2.10216)
N (0.63618, 1.50529, -0.16039)
N (0.45202, 0.64770, -1.17477)
C (-0.10546, 0.89232, -2.40080)
N (-0.48355, 2.13561, -2.78504)
C (-1.30864, 2.37399, -3.94892)
C (-2.78357, 2.49802, -3.50313)
N (-2.90703, 3.07624, -2.17375)
C (-3.10477, 2.09877, -1.10700)
C (-3.32396, 2.78611, 0.21290)
C (-2.42517, 2.62100, 1.25767)
C (-2.63379, 3.26051, 2.46781)
C (-3.73887, 4.07514, 2.64156)
C (-4.63571, 4.24990, 1.60007)
C (-4.43012, 3.60763, 0.39301)
C (-1.82514, 4.00636, -1.92995)
C (-0.43137, 3.33118, -1.96073)
C (-0.21733, -0.22836, -3.21871)
C (0.24885, -1.48155, -2.80065)
C (0.12000, -2.66795, -3.70386)
N (0.80262, -1.67710, -1.62761)
C (0.90368, -0.62722, -0.81934)
C (1.63745, -2.91922, 0.96657)
C (2.16483, -3.98163, 1.67077)
O (1.86379, -5.29395, 1.44118)
C (0.99116, -5.59122, 0.38174)
H (5.39872, -4.19725, 4.04616)
H (4.05804, -4.06524, 5.21949)
H (4.70200, -5.66523, 4.77513)
H (4.16699, -2.22464, 3.77222)
H (3.25926, -0.37809, 2.49655)
H (0.90458, 2.44465, 2.14692)
H (1.25756, 0.89490, 2.94906)
H (2.55001, 1.81194, 2.16156)
H (-1.19703, 1.59574, -4.69884)
H (-0.96974, 3.31443, -4.39446)
H (-3.31896, 3.14180, -4.21160)
H (-3.26063, 1.51641, -3.50906)
H (-2.27179, 1.38794, -1.00652)
H (-4.00398, 1.52845, -1.36560)
H (-1.55558, 1.99398, 1.12300)
H (-1.93048, 3.12236, 3.27610)
H (-3.90151, 4.57414, 3.58568)
H (-5.49848, 4.88668, 1.73162)
H (-5.12245, 3.74300, -0.42449)
H (-1.89512, 4.78124, -2.69909)
H (-1.98154, 4.48050, -0.96054)
H (-0.10555, 3.06179, -0.95801)
H (0.30431, 4.01991, -2.39596)
H (-0.65247, -0.15811, -4.19923)
H (0.61630, -2.47659, -4.65363)
H (-0.92957, -2.87754, -3.90557)
H (0.57266, -3.53374, -3.23043)
H (0.94078, -3.07992, 0.16229)
H (-0.00676, -5.17168, 0.55007)
H (0.92453, -6.67804, 0.35175)
H (1.37799, -5.22254, -0.57408)

- E_tot (Ha) = -1471.68750
- energy relative to the best compared isomer or geometry (same formula, charge and spin) (kcal per mole) = 59.44
- structure (SMILES) = COc1ccc(-c2c(C)nn3c(N4CCN(Cc5ccccc5)CC4)cc(C)nc23)cc1OC

What is the formula in the first record? C27H31N3O3